The following is a quantum chemistry calculation of C27H34N4O2 in the gas phase, from the Open Molecules 2025 dataset.

Element x y z (Å)
C: -9.08780 -0.57541 0.16918
C: -8.32449 0.19535 1.24297
O: -7.35065 1.06341 0.70235
C: -6.17703 0.55892 0.22863
C: -5.33078 1.48742 -0.38349
C: -4.11042 1.09966 -0.88816
C: -3.68946 -0.22361 -0.79263
C: -4.52579 -1.13897 -0.17764
C: -5.76101 -0.76320 0.32650
H: -6.37744 -1.51318 0.79700
H: -4.21839 -2.17188 -0.08836
C: -2.35819 -0.63103 -1.36282
N: -1.31935 0.31993 -1.00981
C: -1.06461 0.33345 0.41803
C: -0.11880 1.47282 0.77752
H: 0.06223 1.48630 1.85268
H: -0.56139 2.42587 0.49304
C: 1.19695 1.30225 0.02424
N: 2.09079 2.40108 0.30186
C: 3.44424 2.42341 0.18709
C: 3.85419 3.71825 0.43210
C: 2.66236 4.41151 0.67395
N: 1.61554 3.61731 0.58866
H: 2.53318 5.44911 0.90814
H: 4.85670 4.08715 0.42294
N: 4.16845 1.27820 -0.10898
C: 5.49529 1.23793 -0.44067
O: 6.19062 2.21662 -0.56360
C: 5.98531 -0.18997 -0.60101
H: 6.92956 -0.17613 -1.14369
H: 5.25511 -0.75289 -1.18618
C: 6.16518 -0.84009 0.78184
H: 7.20459 -0.74405 1.09619
H: 5.55513 -0.31300 1.51954
C: 5.76404 -2.32075 0.78093
C: 4.28789 -2.48552 0.55082
C: 3.79477 -2.98822 -0.64665
C: 2.43186 -3.12996 -0.84815
C: 1.54164 -2.76700 0.14731
C: 2.02018 -2.24837 1.33997
C: 3.38198 -2.10872 1.53753
H: 3.74912 -1.71723 2.47585
H: 1.33138 -1.96233 2.12210
H: 0.47939 -2.89836 0.00008
H: 2.06575 -3.53166 -1.78172
H: 4.48360 -3.28883 -1.42381
H: 6.32486 -2.84948 0.00849
H: 6.02725 -2.75355 1.74894
H: 3.66842 0.40131 -0.05838
C: 0.89424 1.22537 -1.47544
C: -0.09489 0.09857 -1.75052
H: 0.37390 -0.86953 -1.48833
H: -0.33522 0.07897 -2.81676
H: 0.45653 2.17469 -1.78581
H: 1.81192 1.06200 -2.04471
H: 1.67558 0.36715 0.35087
H: -0.63084 -0.62810 0.75425
H: -2.01830 0.47266 0.93114
H: -2.10743 -1.65627 -1.03063
H: -2.43219 -0.64679 -2.45609
H: -3.45839 1.82099 -1.35517
H: -5.66197 2.51182 -0.44832
H: -7.87290 -0.49147 1.96989
H: -9.00942 0.85837 1.77935
H: -9.85690 -1.18712 0.63292
H: -8.41810 -1.21745 -0.39784
H: -9.55758 0.12225 -0.51949

Its HOMO energy is -8.25 eV. Its SMILES is CCOc1ccc(CN2CCC(n3nccc3NC(=O)CCCc3ccccc3)CC2)cc1. As for the charge: 0. The value obtained for the energy above the lowest of the compared OMol25 structures with the same formula, charge and spin is 59.7 kJ/mol.

---

The following is a quantum chemistry calculation of a molecular structure, C3H5CoLiO3 at a distorted geometry, from the Open Molecules 2025 dataset.

Element x y z (Å)
H: -1.96910 1.96246 0.45475
O: 1.32726 -0.23911 -0.34124
C: 0.76415 -1.30278 0.38814
C: -0.74210 -1.32868 0.30592
O: -1.27487 -0.15930 1.05031
C: -1.87054 0.75702 0.46127
O: -2.00753 0.94414 -0.76958
Co: 2.13473 1.10832 0.45283
Li: 1.52149 -0.63231 -2.14876
H: 1.05779 -1.27904 1.44991
H: 1.09942 -2.28116 0.00180
H: -1.15661 -2.19615 0.82785
H: -1.12646 -1.27803 -0.72193

Its HOMO energy (alpha / beta) is -30.60 / -30.97 eV. The multiplicity is 6. As for the charge: +4. As for the expectation value of S²: 8.7664.

---

The following is a quantum chemistry calculation of 17 unconnected molecules or ions with the total composition C32H35Cl64FN3OP at a distorted geometry, from the Open Molecules 2025 dataset.

Element x y z (Å)
C: 0.34979 1.38870 1.46899
C: 0.98485 0.91026 2.77565
C: -0.02046 0.66351 3.89374
C: -0.46021 -0.78414 3.99535
C: -1.04731 -1.34438 2.69884
C: -0.25463 -2.49545 2.08868
C: -0.34451 -3.81318 2.84487
C: 0.78586 -4.10874 3.81794
C: 2.17621 -3.87998 3.21042
P: 3.34978 -5.22123 3.64668
C: 4.00828 -4.31217 5.17774
C: 4.44728 -5.18698 6.35381
C: 5.28303 -6.42289 6.04769
C: 6.40809 -6.24452 5.04301
N: 7.12111 -4.95247 5.17997
C: 7.23128 -4.23509 3.95439
N: 6.99964 -2.99924 3.94812
N: 7.63600 -4.91081 2.76855
C: 2.68502 -6.34306 2.12131
C: 2.08749 -7.55965 2.65218
O: 2.67525 -8.60661 2.81819
F: 0.79879 -7.46024 3.06436
H: 0.62228 0.76276 0.64452
H: 0.63458 2.41283 1.28733
H: -0.72171 1.38158 1.56090
H: 1.64968 1.68473 3.09717
H: 1.57499 0.02005 2.62213
H: 0.47604 0.90100 4.82709
H: -0.85498 1.34619 3.84099
H: -1.23457 -0.83541 4.74944
H: 0.38180 -1.36977 4.31910
H: -2.03148 -1.73973 2.92089
H: -1.18420 -0.58706 1.94551
H: 0.76320 -2.15214 1.94896
H: -0.66579 -2.66722 1.10839
H: -1.25415 -3.79137 3.42794
H: -0.41523 -4.64365 2.15861
H: 0.68407 -3.59553 4.75785
H: 0.70185 -5.16049 4.05657
H: 2.06578 -3.81846 2.14061
H: 2.61015 -2.93897 3.50431
H: 4.59320 -5.13082 2.97772
H: 2.98237 -6.29917 4.51230
H: 3.18231 -3.71133 5.53973
H: 4.77484 -3.59997 4.91332
H: 4.93550 -4.55776 7.07648
H: 3.54264 -5.53154 6.83816
H: 4.67133 -7.26182 5.75431
H: 5.74799 -6.71746 6.97757
H: 7.11458 -7.04172 5.22852
H: 6.05222 -6.42648 4.04089
H: 8.07795 -5.17649 5.42056
H: 7.11611 -2.64192 3.00334
H: 7.58151 -5.91634 2.84398
H: 8.57957 -4.65143 2.52690
H: 1.92996 -5.82580 1.55519
H: 3.52798 -6.66144 1.53523
C: -1.91380 1.26114 -2.95940
Cl: -0.31571 1.99550 -3.13283
Cl: -2.76879 1.35236 -4.49780
Cl: -1.73751 -0.43775 -2.52379
Cl: -2.82072 2.09400 -1.69253
C: 1.67285 -7.81272 -1.96028
Cl: 1.09088 -7.70116 -0.29873
Cl: 0.57744 -8.83301 -2.90677
Cl: 1.73161 -6.19824 -2.67286
Cl: 3.29089 -8.51554 -1.96152
C: -1.54111 5.45960 0.96968
Cl: 0.06145 5.44663 1.72379
Cl: -2.21873 7.08158 1.12448
Cl: -1.43287 5.04453 -0.74929
Cl: -2.59598 4.30471 1.79349
C: 0.35969 -5.95657 -7.10549
Cl: 1.91864 -5.17777 -7.39145
Cl: -0.51103 -6.10219 -8.63502
Cl: 0.62521 -7.56221 -6.42019
Cl: -0.58943 -4.96973 -5.99031
C: -3.03105 9.60170 -2.12736
Cl: -3.25118 10.37547 -0.55213
Cl: -1.59164 10.26416 -2.91303
Cl: -2.82663 7.86694 -1.90332
Cl: -4.44538 9.91222 -3.13325
C: -0.40802 0.03320 -7.78434
Cl: -2.00526 0.63111 -8.25061
Cl: 0.83507 0.92353 -8.66651
Cl: -0.18280 0.24862 -6.05136
Cl: -0.28554 -1.68891 -8.15271
C: 3.22100 -10.95838 -6.28778
Cl: 4.78121 -10.18058 -6.57860
Cl: 2.32254 -11.06484 -7.80795
Cl: 3.47647 -12.57124 -5.62268
Cl: 2.29381 -9.99501 -5.13170
C: -8.09251 11.52263 -2.88930
Cl: -6.88056 12.79022 -2.67321
Cl: -7.66263 10.13466 -1.88913
Cl: -9.68758 12.11895 -2.41541
Cl: -8.12666 11.03430 -4.58561
C: 0.67470 9.72493 -6.90675
Cl: -0.10705 9.78201 -5.32083
Cl: -0.37114 8.86823 -8.04090
Cl: 0.95123 11.36973 -7.48666
Cl: 2.21981 8.87898 -6.77601
C: 4.59776 3.27327 4.05593
Cl: 3.00741 3.80636 3.49827
Cl: 5.85220 4.12241 3.14980
Cl: 4.76525 3.63274 5.77495
Cl: 4.75698 1.53479 3.79968
C: -10.09768 16.53174 -1.29299
Cl: -9.06789 15.13323 -1.60369
Cl: -9.34102 17.97905 -1.98151
Cl: -11.67748 16.27324 -2.03865
Cl: -10.29553 16.74463 0.44630
C: -4.34663 -1.10487 5.91494
Cl: -3.22603 -2.46604 5.77423
Cl: -3.78931 0.23961 4.90908
Cl: -5.94990 -1.60985 5.37985
Cl: -4.42240 -0.58243 7.59806
C: 4.30413 -15.95569 -3.19826
Cl: 5.46561 -14.63017 -3.28720
Cl: 4.93738 -17.22510 -2.14924
Cl: 2.77545 -15.35919 -2.55163
Cl: 4.03969 -16.61105 -4.81896
C: -13.69735 20.28684 -2.13713
Cl: -14.48332 20.26962 -0.55564
Cl: -14.68940 19.39586 -3.29606
Cl: -13.51114 21.95590 -2.68362
Cl: -12.11253 19.52181 -2.01502
C: -7.02181 18.76854 1.81769
Cl: -8.59526 19.41318 1.33732
Cl: -5.74558 19.79993 1.16486
Cl: -6.91237 18.74078 3.57969
Cl: -6.82063 17.13037 1.19137
C: 5.09804 -14.70830 -9.15740
Cl: 4.67585 -15.56728 -7.67221
Cl: 6.79166 -15.01630 -9.55199
Cl: 4.07267 -15.27384 -10.47982
Cl: 4.84700 -12.97904 -8.92002

Its HOMO energy is -8.30 eV. As for the charge: 0.

---

The following is a quantum chemistry calculation of a molecular structure, C33H48P2W at a distorted geometry, from the Open Molecules 2025 dataset.

Element x y z (Å)
W: -1.05728 -0.54523 1.14761
C: -0.65052 0.36506 -0.98747
C: -2.03670 0.16767 -0.71970
C: -1.15008 1.51990 0.95495
C: -0.10745 1.19201 0.02382
C: -2.37438 0.95529 0.43711
C: 0.03599 0.18540 -2.29266
H: -0.63241 -0.27786 -3.02370
H: 0.94075 -0.43341 -2.19360
H: 0.37801 1.15010 -2.71189
C: 1.22341 1.85306 -0.02858
H: 1.94503 1.27042 -0.61074
H: 1.65950 2.02812 0.96402
H: 1.10810 2.82801 -0.53056
C: -1.02397 2.49232 2.05331
H: -1.02856 3.52274 1.67986
H: -0.09667 2.34253 2.60184
H: -1.82697 2.37474 2.77728
C: -3.68691 1.16186 1.09985
H: -4.10235 2.15514 0.89260
H: -3.60528 1.02773 2.19691
H: -4.41002 0.45132 0.71077
C: -2.96609 -0.46370 -1.69251
H: -3.17648 0.23884 -2.51288
H: -3.93657 -0.70864 -1.26416
H: -2.54358 -1.38502 -2.11022
C: 2.41264 -4.47516 -1.34888
C: 2.08485 -3.35967 -2.04790
C: 0.76631 -3.01421 -2.69167
C: -0.27759 -4.16792 -2.52957
C: -0.98402 -4.20514 -1.25149
C: -0.45776 -3.88851 0.08056
C: 0.92157 -4.34647 0.72726
C: 1.77455 -5.22695 -0.20089
H: 0.88695 -2.79755 -3.77084
H: 0.22303 -5.14612 -2.70980
H: 0.32716 -2.10229 -2.26957
H: 1.20629 -6.09455 -0.57036
H: 3.44571 -4.83735 -1.57585
H: 2.97842 -2.77291 -2.37358
H: 2.63142 -5.60872 0.40950
H: 1.44875 -3.39420 0.97416
H: -0.47932 -2.74644 0.26118
H: 0.85622 -4.91620 1.69344
H: -1.07168 -3.98163 -3.28778
H: -2.02347 -3.77486 -1.32620
P: -2.06269 -4.37324 1.11206
C: -1.54563 -5.85583 2.00819
C: -3.56834 -5.00284 0.24212
P: -2.92990 -1.51966 2.02109
C: -2.51610 -3.27069 2.42541
C: -4.33160 -1.84705 0.87359
C: -3.77235 -1.25486 3.65578
H: -1.42801 -5.55106 3.04928
H: -0.58527 -6.23457 1.64101
H: -2.28123 -6.66962 1.91859
H: -4.00146 -5.88691 0.74992
H: -3.32088 -5.33573 -0.77891
H: -4.38135 -4.27030 0.13673
H: -4.36525 -2.16239 3.87600
H: -4.40883 -0.35966 3.58732
H: -3.01722 -1.13686 4.44430
H: -1.74721 -3.31062 3.22469
H: -3.45869 -3.68875 2.84968
H: -4.93309 -0.95785 0.68765
H: -4.99555 -2.61674 1.26147
H: -3.93402 -2.15663 -0.09154
C: 0.80020 1.34419 6.02575
C: -0.41265 0.94738 5.43612
C: -0.39338 0.12027 4.33062
C: 0.78732 -0.16951 3.63364
C: 0.77514 -0.69234 2.28549
C: 1.98993 -0.91306 1.63722
C: 3.22002 -0.57192 2.23647
C: 3.26057 -0.05468 3.52829
C: 2.04400 0.20564 4.23507
C: 2.00830 0.88629 5.49957
H: 0.78447 1.96107 6.93485
H: -1.36773 1.26931 5.85181
H: -1.32904 -0.27980 3.93768
H: 1.95273 -1.30008 0.62007
H: 4.16144 -0.70229 1.67381
H: 4.20099 0.20387 4.03764
H: 2.95996 1.06975 6.02260

Its HOMO energy (alpha / beta) is -12.97 / -12.96 eV. The multiplicity is 3. As for the charge: +2. As for the expectation value of S²: 2.0188. The value obtained for the energy above the lowest of the compared OMol25 structures with the same formula, charge and spin is 178.6 kJ/mol.

---

The following is a quantum chemistry calculation of a molecular structure, C5H11ClCuNO6 at a distorted geometry, from the Open Molecules 2025 dataset.

Element x y z (Å)
Cu: 0.53864 -1.32452 -1.15110
Cl: -0.62549 -0.71206 -3.50108
O: -3.11785 2.59288 -0.76743
C: -2.26927 2.81375 0.41659
C: -1.35594 1.53326 0.84503
O: -0.49029 0.86914 -0.11039
H: -2.80929 3.23062 1.26671
H: -1.55812 3.59328 0.14327
H: -1.92736 0.69141 1.23599
H: -0.70178 1.96024 1.60521
O: 3.07321 -1.48714 -1.77066
C: 3.30094 -0.09598 -1.86950
C: 3.65440 0.79714 -0.56807
O: 3.65376 0.29318 0.76820
H: 2.42205 0.35810 -2.32715
H: 4.03052 0.09877 -2.65555
H: 2.85882 1.53336 -0.45341
H: 4.64535 1.19359 -0.78932
C: -1.93516 -2.24974 1.96392
N: -1.87018 -2.98340 0.72366
O: -1.34718 -2.38764 -0.22500
O: -2.38067 -4.05773 0.74013
H: -0.89467 -2.03243 2.20531
H: -2.47990 -2.89573 2.65243
H: -2.41450 -1.33239 1.62215

Its HOMO energy (alpha / beta) is 3.81 / 3.81 eV. The multiplicity is 2. As for the charge: -3. As for the expectation value of S²: 0.7558.

---

The following is a quantum chemistry calculation of C10H18N2O3S in the gas phase at a distorted geometry, from the Open Molecules 2025 dataset.

Element x y z (Å)
C: -1.02243 1.90953 -0.25521
C: 0.18725 1.10244 -0.77360
C: -2.23475 0.97663 -0.20915
C: -2.12409 -0.16624 0.78824
C: -2.95539 -2.24928 -0.80825
C: 2.19155 -0.19175 -0.42677
C: 1.60867 -1.52485 -0.85663
C: 3.12755 -0.35441 0.78231
C: 2.18755 -0.24989 1.97144
C: 1.19230 0.83608 1.54670
H: -1.31411 2.66522 -2.08828
H: -0.52272 3.70394 -1.09609
H: -0.83078 2.32093 0.77261
H: -2.36031 0.57676 -1.25180
H: -3.13282 1.59371 0.01129
H: -2.16089 0.24486 1.83751
H: -1.18996 -0.73354 0.65338
H: -1.91587 -2.55296 -0.72190
H: -3.07827 -1.65248 -1.67455
H: -3.61900 -3.11958 -0.86844
H: 2.66086 0.23865 -1.28180
H: 3.69197 -1.26301 0.76740
H: 3.86113 0.48330 0.78027
H: 1.64860 -1.17999 2.11423
H: 2.69822 -0.01832 2.92023
H: 0.19450 0.69217 1.98390
H: 1.57918 1.84906 1.80415
H: 2.00301 -2.94750 -1.95021
N: -1.31263 3.03229 -1.13155
N: 1.14412 0.68616 0.09310
O: 0.25938 0.83431 -1.97054
O: 0.59908 -2.02301 -0.41348
O: 2.39943 -2.13963 -1.74324
S: -3.46033 -1.37960 0.69477

Its HOMO energy is -8.27 eV. Its SMILES is CSCC[C@H](N)C(=O)N1CCC[C@H]1C(=O)O. As for the charge: 0. The value obtained for the energy above the lowest of the compared OMol25 structures with the same formula, charge and spin is 0.0 kJ/mol.